[1]
A 15-piece molecular cluster, H29O15 overall in a non-equilibrium geometry. Source: OMol25; level of theory: ωB97M-V/def2-TZVPD.

Element x y z (Å)
H  3.22  0.49  -1.20
O  -0.64  1.15  -4.05
O  -1.05  -0.41  4.41
H  -0.94  0.38  3.79
O  -1.07  2.58  -0.33
O  -1.92  -0.21  -0.19
H  -1.26  -1.05  -0.16
H  -0.81  -1.25  -2.73
H  -0.89  1.98  2.46
O  -1.70  -1.76  -2.66
H  4.96  -0.85  1.89
H  0.40  1.27  2.88
O  -0.07  -2.32  -0.56
H  1.03  -3.41  0.34
H  0.66  -2.00  1.78
H  -1.56  1.60  -3.91
O  -0.18  2.02  3.05
H  3.85  0.05  0.85
O  -3.97  0.70  0.96
H  -0.16  0.55  -1.19
O  1.83  -3.90  0.55
H  -2.10  3.32  1.13
H  2.28  0.94  -0.38
H  -0.43  -3.06  -1.16
H  2.46  0.59  -3.22
H  -3.38  0.24  0.26
H  -0.29  -0.45  4.83
H  -1.81  0.07  -1.13
H  -3.38  2.76  0.62
H  -0.23  2.77  -0.54
O  2.64  -0.07  -2.57
O  0.67  -1.02  1.71
O  -2.93  2.90  1.51
H  -1.75  -2.01  -3.51
H  -3.54  0.88  1.72
H  0.48  -1.92  -1.00
H  1.56  -0.67  1.70
O  3.31  0.88  -0.35
H  1.72  -0.13  -2.11
H  2.46  -3.45  -0.09
H  -1.27  1.67  -0.33
O  4.05  -0.41  1.86
O  0.21  -0.10  -1.76
H  -0.43  0.66  -3.14

ΔE to the lowest compared entry with this formula, charge and spin   348.75 kJ/mol
Frontier orbital gap   9.734 eV
Total charge   -1
Energy   -1145.93964 hartree


[2]
A 13-piece molecular cluster, C47H84O26S3 overall in a non-equilibrium geometry. Source: OMol25; level of theory: ωB97M-V/def2-TZVPD.

Element x y z (Å)
O  4.79  2.06  3.54
H  5.27  -0.21  1.06
H  5.68  -2.17  5.55
C  5.45  4.31  4.00
H  -0.75  -5.55  0.93
C  4.69  -2.34  5.14
O  -0.88  4.30  -7.99
C  -4.33  2.57  2.29
O  0.05  -3.24  -2.87
H  7.34  -0.14  -1.35
C  5.37  -0.67  -0.98
C  -4.72  1.54  3.24
S  -3.15  -3.99  5.64
H  -1.69  -4.77  3.88
C  -2.71  -4.38  3.81
H  0.79  -2.89  -8.07
H  -3.05  -3.77  -2.90
H  6.17  0.87  -2.24
C  1.25  -6.29  -1.92
H  0.13  4.00  -5.43
H  4.25  3.25  -1.98
H  -0.03  1.52  -4.82
C  -0.51  3.32  -5.99
H  0.90  3.46  -7.45
H  4.12  -2.89  5.89
H  -1.92  3.58  -1.88
O  -3.35  -4.61  -0.52
C  1.02  1.21  0.36
C  4.41  3.21  3.72
H  -0.87  0.64  4.22
C  -3.55  1.48  -2.65
C  -3.84  -3.28  -2.33
C  1.33  -1.03  -7.06
H  -6.04  4.62  -2.57
H  -3.90  -2.21  -2.55
O  0.66  -4.29  -1.01
H  -3.72  -2.65  2.97
O  5.16  5.09  -4.01
H  -3.53  -4.98  3.43
H  -4.85  -2.04  0.38
O  -3.44  -0.24  0.72
H  2.68  2.98  -4.46
C  -3.98  3.72  -2.44
C  1.64  -2.22  -7.93
H  1.09  -0.53  -2.83
S  1.32  1.55  -1.50
C  0.51  -0.07  -2.02
H  -4.90  4.45  1.47
H  -1.21  2.84  7.46
C  -4.85  -3.07  0.04
H  -1.48  2.23  -4.38
C  4.89  3.02  -2.83
O  -3.40  0.56  -3.42
S  2.58  -1.38  3.74
H  5.30  -2.62  3.17
H  -0.40  0.25  -2.53
C  -0.47  1.65  4.35
H  0.91  -7.33  -1.96
C  -1.82  4.89  -7.14
C  -2.09  -2.02  4.10
H  -0.13  -7.13  0.46
H  0.61  1.54  4.50
H  2.27  3.16  3.17
O  -2.60  5.81  -7.40
C  4.62  -3.12  3.85
C  3.15  -3.03  3.47
H  -4.77  -3.74  -2.65
H  -1.02  -2.21  4.14
O  2.72  1.30  -1.81
C  -0.14  0.12  0.46
H  4.56  2.07  -3.25
H  4.05  -1.28  0.79
C  0.55  -4.19  -2.32
O  5.34  -1.73  -1.67
O  -4.75  -3.98  1.13
H  -5.75  4.12  2.94
H  -1.04  0.68  0.24
O  -2.30  -4.61  6.63
H  -4.20  1.63  4.19
H  6.40  3.85  4.28
C  2.90  3.49  4.00
H  -5.77  1.67  3.50
O  0.73  -5.40  -2.91
H  -2.10  -3.01  2.29
H  0.95  2.17  0.88
H  -0.60  -1.59  -0.63
C  -0.16  3.22  -7.48
O  0.57  2.66  -1.97
H  -2.82  -2.58  -0.62
H  -3.75  -1.87  5.62
H  -6.27  3.28  1.47
C  -5.23  4.41  -1.87
H  2.48  -2.86  -7.67
H  -2.07  -1.00  3.70
H  5.06  -4.11  3.96
H  -1.40  1.31  -5.96
C  4.55  -0.45  0.28
O  -4.59  -4.03  5.80
H  5.10  4.85  4.88
H  -0.34  2.28  -8.00
C  -0.40  -6.14  0.08
O  -1.73  4.08  -5.98
H  -4.83  5.32  -1.42
C  -0.91  1.99  -5.27
H  2.60  -3.65  4.18
H  1.87  -1.80  -5.11
C  -3.62  -3.29  -0.80
H  -3.37  2.90  2.67
C  4.03  -0.91  4.89
H  -3.07  3.60  -0.50
C  -5.40  3.65  2.02
C  -2.89  3.23  -1.51
H  -0.36  2.18  3.41
H  2.32  4.10  -3.17
H  5.95  3.14  -2.63
C  4.36  4.14  -3.71
C  -0.53  2.60  6.65
H  2.83  -3.32  2.47
C  -1.13  2.53  5.30
O  -4.43  2.44  -3.00
H  -0.24  -0.41  1.41
H  2.65  4.75  -4.82
H  0.94  -0.34  -5.03
H  6.20  1.22  -0.56
O  -2.12  3.17  4.96
H  2.32  -6.24  -2.13
H  2.68  4.56  4.02
H  -2.13  -1.78  6.42
H  1.15  -1.25  -0.38
H  -3.52  4.39  -3.16
C  6.40  0.41  -1.27
H  0.16  -1.91  -5.48
O  1.37  -1.48  4.47
O  -3.65  -6.11  1.13
H  1.67  -5.53  0.13
O  1.07  0.04  -7.61
O  2.67  -0.54  2.57
H  0.30  3.31  6.78
H  1.96  -1.83  -8.90
H  -0.10  1.68  7.03
H  1.94  0.71  0.64
C  0.88  -5.58  -0.62
C  -3.90  -4.97  0.60
O  -4.04  1.88  1.10
H  2.66  3.09  4.98
H  -1.23  -6.29  -0.62
H  -5.61  4.04  -0.92
O  -4.56  0.33  2.54
H  -5.74  -3.18  -0.58
C  -2.70  -2.95  3.20
C  2.90  3.98  -4.09
H  4.56  -0.34  4.13
O  -2.92  1.82  -1.62
H  5.48  5.05  3.20
H  3.91  0.41  0.09
C  -3.97  0.59  1.40
C  -2.68  -2.09  5.53
C  0.18  -0.83  -0.67
C  1.04  -1.27  -5.58
H  3.60  -0.29  5.67

Frontier orbital gap   9.092 eV
Energy   -4991.89775 hartree


[3]
C25H19NOPRbS as an isolated structure in a non-equilibrium geometry. Source: OMol25; level of theory: ωB97M-V/def2-TZVPD.

Element x y z (Å)
H  -1.94  2.08  5.37
H  1.92  4.50  -2.36
H  -3.49  0.25  1.78
C  -2.88  1.20  3.63
H  -5.01  -2.26  -0.98
C  -4.47  0.92  -2.24
H  -2.94  -1.62  0.22
H  0.06  0.62  -2.55
C  -3.27  1.24  -1.55
H  4.55  -1.65  0.72
H  0.31  1.84  4.55
C  0.44  4.06  -0.84
C  0.59  -2.12  -3.82
O  2.06  0.78  1.70
H  -4.93  1.71  -2.88
C  6.11  -4.51  0.27
H  6.81  -2.55  -0.42
C  -0.49  1.65  3.88
Rb  1.93  -1.49  -0.34
S  0.23  -2.65  -5.27
C  6.04  -3.12  0.05
C  -1.79  1.69  4.38
C  -1.40  0.84  1.74
C  4.85  -2.68  0.66
H  6.93  -5.16  -0.06
C  4.17  -3.81  1.14
C  -0.21  1.12  2.59
H  1.74  2.20  -3.41
C  0.28  1.55  -2.03
H  -0.94  3.33  0.64
C  -2.68  0.69  2.37
H  3.27  -3.73  1.79
C  -3.38  -0.96  -0.51
P  -1.14  0.37  0.03
C  -2.72  0.23  -0.75
C  -5.10  -0.31  -2.06
H  0.36  5.05  -0.39
C  -0.29  1.79  -0.76
C  1.03  0.84  2.26
H  -6.00  -0.61  -2.63
H  4.78  -5.98  1.28
C  1.22  3.76  -1.95
C  1.11  2.52  -2.57
C  -4.56  -1.25  -1.16
N  0.83  -1.78  -2.68
C  4.95  -4.95  0.94
H  -3.86  1.17  4.10
H  -2.76  2.17  -1.68
C  -0.30  3.06  -0.22

ΔE to the lowest compared entry with this formula, charge and spin   72.43 kJ/mol
Frontier orbital gap   4.340 eV
Total charge   -2
Energy   -1857.61143 hartree


[4]
One molecule with the formula C6H10O in a non-equilibrium geometry. Source: OMol25; level of theory: ωB97M-V/def2-TZVPD.

Element x y z (Å)
H  2.34  -0.36  -0.41
H  1.40  0.88  -1.30
C  1.38  0.16  -0.47
C  -1.12  0.68  1.32
C  0.89  0.84  0.79
H  0.47  -1.90  -0.36
O  -0.34  1.57  0.49
H  1.57  1.40  1.43
H  -2.03  0.27  0.87
C  0.19  -0.85  -0.37
H  -0.27  -1.13  -2.55
H  -0.95  0.36  -1.96
H  0.31  -0.86  2.22
H  -1.37  1.16  2.28
C  0.01  -0.33  1.26
H  -1.71  -1.20  -1.56
C  -0.76  -0.68  -1.65

ΔE to the lowest compared entry with this formula, charge and spin   243.22 kJ/mol
Frontier orbital gap   10.574 eV
SMILES string   C[C@H]1C[C@H]2OC[C@@H]12
Energy   -309.74973 hartree


[5]
One molecule with the formula C4H5NO. Source: OMol25; level of theory: ωB97M-V/def2-TZVPD.

Element x y z (Å)
C  0.65  -1.07  0.12
C  0.09  1.13  0.24
C  -1.19  0.81  0.22
H  1.97  0.49  -0.68
H  0.54  1.72  1.03
O  -0.26  -1.83  -0.12
H  0.51  0.14  -1.66
N  -2.26  0.26  0.02
H  1.24  -1.16  1.06
C  0.91  0.20  -0.65
H  -2.21  -0.69  0.42

ΔE to the lowest compared entry with this formula, charge and spin   205.33 kJ/mol
Frontier orbital gap   10.028 eV
SMILES string   N=C=CCC=O
Energy   -285.33638 hartree